Entry from the Open Molecules 2025 dataset: a molecular structure, C33H45NO2P2STc (ωB97M-V with the def2-TZVPD basis set).

Results
E_tot: -72134.86057 eV
frontier orbital gap (spin up / spin down): 5.998 / 6.021 eV
energy relative to the best compared isomer or geometry (same formula, charge and spin): 5.9 kJ/mol
HOMO energy (spin up / spin down): -0.494 / -0.511 Ha

The geometry in ORCA input format:
```
! RIJCOSX wB97M-V def2-TZVPD def2/J DEFGRID3
* xyz 2 4
Tc -0.31783 0.24441 -0.70072
C 2.23862 1.53401 2.07118
C 0.92458 2.32708 2.07134
C 1.11832 3.74381 2.61466
P 0.10591 2.33586 0.43973
C 0.81317 3.64673 -0.62526
C 2.29778 3.38997 -0.91162
C 0.03617 3.82215 -1.92777
C -1.64406 2.74541 0.62499
C -2.15884 4.03256 0.64770
C -3.53220 4.26224 0.60327
C -4.08156 5.66051 0.66725
C -4.37665 3.15339 0.48011
C -3.89186 1.86000 0.46993
C -2.51586 1.64448 0.58231
N -1.91321 0.36199 0.60948
C -2.49947 -0.70794 1.28760
C -3.56631 -0.56880 2.18420
C -4.09134 -1.68495 2.80510
C -3.57558 -2.96218 2.58356
C -4.15758 -4.16733 3.27056
C -2.46051 -3.07713 1.74947
C -1.91408 -1.97181 1.11402
P -0.31690 -1.96737 0.27328
C 0.92117 -2.14819 1.60924
C 1.06737 -3.57445 2.14483
C 0.56215 -1.19362 2.75370
C -0.16841 -3.28280 -0.99947
C 1.30346 -3.39468 -1.42263
C -0.78204 -4.64361 -0.66245
H 2.57190 1.38088 3.09838
H 3.02627 2.07519 1.55335
H 2.14713 0.55343 1.60341
H 0.18610 1.81332 2.69565
H 1.86659 4.29269 2.04272
H 1.47606 3.67641 3.64306
H 0.19359 4.32275 2.63074
H 0.71594 4.55627 -0.02457
H 2.45080 2.40183 -1.35485
H 2.92135 3.47485 -0.02561
H 2.65410 4.12703 -1.63125
H 0.15692 2.95343 -2.58005
H 0.44612 4.68188 -2.45897
H -1.02832 4.00006 -1.77705
H -1.48901 4.88501 0.68178
H -3.48241 6.35146 0.07433
H -4.07282 6.02344 1.69748
H -5.10791 5.70448 0.30919
H -5.44340 3.31428 0.38169
H -4.56780 1.02535 0.34637
H -3.96357 0.40667 2.41955
H -4.91823 -1.56158 3.49446
H -5.23125 -4.05882 3.41530
H -3.70638 -4.30061 4.25664
H -3.97813 -5.07763 2.70047
H -2.01380 -4.05453 1.62619
H 1.86572 -1.83205 1.15253
H 0.14104 -3.92525 2.60309
H 1.82801 -3.56547 2.92754
H 1.38083 -4.29129 1.39388
H -0.32041 -1.54741 3.28856
H 0.36234 -0.17765 2.41659
H 1.39078 -1.15593 3.46223
H -0.73441 -2.85705 -1.83055
H 1.87895 -3.97978 -0.70722
H 1.79399 -2.42790 -1.54034
H 1.36170 -3.90566 -2.38437
H -0.34895 -5.09616 0.22815
H -0.57878 -5.31720 -1.49691
H -1.86270 -4.59275 -0.54553
O 5.89052 -2.57057 -6.05140
C 5.82037 -1.63778 -5.08114
O 6.80199 -1.09149 -4.68121
C 4.45783 -1.31608 -4.51583
C 3.27973 -1.43626 -5.23981
C 2.06568 -1.06103 -4.67776
C 2.05469 -0.57736 -3.37371
S 0.50698 -0.08749 -2.69260
C 3.23665 -0.45008 -2.63924
C 4.43619 -0.81359 -3.21701
H 5.03216 -2.99071 -6.19718
H 3.29421 -1.78836 -6.26451
H 1.14795 -1.12777 -5.24691
H 3.20849 -0.06487 -1.62658
H 5.37421 -0.70231 -2.68875
*
```

Listed below, in e, are the Löwdin charges computed for each atom: 0.779 -0.101 -0.520 -0.079 1.011 -0.528 -0.085 -0.098 -0.288 -0.033 -0.226 -0.020 0.012 -0.005 -0.287 -0.109 -0.285 0.011 0.008 -0.226 -0.020 -0.027 -0.276 1.025 -0.505 -0.074 -0.106 -0.523 -0.101 -0.086 0.101 0.072 0.044 0.104 0.083 0.099 0.080 0.110 0.061 0.064 0.098 0.049 0.099 0.072 0.125 0.091 0.100 0.089 0.132 0.128 0.117 0.133 0.092 0.100 0.088 0.103 0.108 0.082 0.100 0.063 0.093 0.023 0.103 0.091 0.082 0.032 0.100 0.073 0.098 0.078 0.144 -0.470 0.159 -0.103 0.004 -0.080 -0.621 0.669 -0.101 0.017 0.108 0.130 0.115 0.099 0.135



Entry from the Open Molecules 2025 dataset: a molecular structure, C33H46Br55N4O6 at a distorted geometry (ωB97M-V with the def2-TZVPD basis set).

Results
E_tot: -3905530.10544 eV
frontier orbital gap: 7.877 eV
energy relative to the best compared isomer or geometry (same formula, charge and spin): 0.0 kJ/mol
HOMO energy: -0.407 Ha

The geometry in ORCA input format:
```
! RIJCOSX wB97M-V def2-TZVPD def2/J DEFGRID3
* xyz 1 1
C 1.80642 2.34827 6.30071
C 1.08604 3.15067 5.22249
O -0.16847 2.57614 4.92519
C -0.81121 3.43266 4.00325
C -1.06161 2.83040 2.60574
O -1.31669 1.42890 2.61099
C -0.57065 0.87024 1.67298
O -0.80974 1.51585 0.41693
N -2.17728 1.51232 0.10009
O -2.45952 2.49664 -0.37389
C -0.81189 -0.59714 1.39108
N 0.48911 -1.12902 1.16916
C 0.84993 -1.60045 -0.16919
C 0.00621 -2.85687 -0.46014
C 1.36447 -0.38624 1.83914
N 2.46085 -0.81646 2.26927
C 2.96808 -2.16789 2.05088
C 2.00216 -3.28203 2.39329
C 1.11808 -3.03161 3.57270
O 0.27428 -4.15380 3.65859
C -1.03974 -3.86176 3.26405
C 3.32579 0.05238 2.99704
C 4.62127 0.20918 2.24521
O 4.51364 0.41715 1.07817
Br 6.26736 0.04650 3.22128
N 0.82896 0.84059 1.95238
H 1.13019 2.04471 7.07303
H 2.63422 2.93702 6.65109
H 2.22126 1.45852 5.84486
H 0.93925 4.15086 5.60676
H 1.67961 3.20453 4.30961
H -0.25715 4.35285 3.91035
H -1.76427 3.69853 4.42987
H -1.89764 3.38843 2.16668
H -0.19087 3.08586 2.01307
H -1.62474 -0.90354 0.77310
H -1.11108 -0.96645 2.37357
H 0.50957 -0.86622 -0.88372
H 1.89599 -1.79054 -0.28582
H -0.96183 -2.58693 -0.83661
H 0.49674 -3.53764 -1.12464
H -0.16662 -3.35357 0.48313
H 3.83150 -2.28844 2.68301
H 3.33807 -2.26641 1.04579
H 1.36545 -3.47279 1.54843
H 2.53304 -4.19558 2.56769
H 1.63904 -2.96826 4.51095
H 0.48926 -2.15623 3.48771
H -1.46437 -4.75545 2.83341
H -1.62089 -3.65078 4.14981
H -1.11040 -3.09885 2.50447
H 2.93579 1.05130 3.11110
H 3.51541 -0.33363 3.98189
H 1.05435 1.39299 2.76199
C -3.77285 -0.31086 -5.90262
Br -4.24323 -0.68002 -7.73586
Br -5.24736 -0.64372 -4.70364
Br -2.17810 -1.24855 -5.36165
H -3.54960 0.74149 -5.84277
C 2.09376 -1.42598 10.37162
Br 0.53944 -1.25679 9.23396
Br 2.55107 -3.26105 10.72581
Br 3.59772 -0.43600 9.66784
H 1.84002 -0.97828 11.31898
C -3.69994 -5.95490 -7.50321
Br -3.56611 -4.03468 -7.31580
Br -1.96350 -6.78446 -7.58909
Br -4.80136 -6.74540 -6.13274
H -4.19157 -6.14534 -8.44228
C 9.29142 2.32509 0.64027
Br 8.86902 2.84859 -1.16605
Br 10.35811 0.72108 0.69007
Br 10.11783 3.75869 1.62722
H 8.35695 2.09878 1.12825
C 0.58271 3.91700 10.10134
Br 0.70337 2.14988 10.84606
Br 2.32733 4.63856 9.71176
Br -0.58930 4.05577 8.57037
H 0.14955 4.53536 10.86938
C 5.13612 4.30331 1.78822
Br 3.50302 5.14996 1.17595
Br 5.23570 2.41848 1.24724
Br 6.70141 5.31548 1.27287
H 5.09945 4.30613 2.86738
C -2.37843 1.65943 -10.49895
Br -2.32461 2.78471 -12.05993
Br -1.80827 -0.13872 -10.90454
Br -1.40144 2.47557 -9.04252
H -3.40868 1.58942 -10.19290
C -4.83602 5.07498 2.48763
Br -3.40501 4.64168 1.26269
Br -6.14658 3.67119 2.53550
Br -4.18458 5.51691 4.24654
H -5.32089 5.95601 2.10031
C 3.28659 2.77912 14.32351
Br 2.05253 1.52153 15.10315
Br 3.89329 2.19421 12.59152
Br 2.54631 4.55643 14.24978
H 4.14904 2.81950 14.96658
C -2.60947 -10.53070 -2.28259
Br -3.54998 -9.01210 -3.00326
Br -0.70793 -10.37907 -2.54374
Br -3.05621 -10.83328 -0.43202
H -2.93725 -11.39607 -2.83462
C -1.92596 7.07030 -8.94329
Br -0.60591 6.80546 -10.31985
Br -3.48953 5.98524 -9.26446
Br -1.14311 6.88989 -7.18493
H -2.25855 8.09180 -9.01287
C -5.02884 4.88247 -2.49960
Br -6.44107 5.16198 -1.22034
Br -5.63109 3.83297 -3.99788
Br -4.23310 6.54275 -3.06181
H -4.25994 4.31262 -2.00241
C 0.18757 -12.17320 -6.57757
Br -0.47551 -10.36750 -6.47262
Br 2.09956 -12.24790 -6.34121
Br -0.72905 -13.34416 -5.35236
H -0.02197 -12.53026 -7.57164
C -8.05395 1.64370 -1.08819
Br -8.27331 0.45662 -2.58873
Br -9.41451 1.37357 0.24807
Br -6.28589 1.52085 -0.33314
H -8.16789 2.64961 -1.45979
C 1.41586 5.97890 -4.54328
Br 2.67582 5.66162 -5.96092
Br 0.00709 4.65161 -4.55684
Br 2.30774 6.19926 -2.84512
H 0.93562 6.92121 -4.74784
C -7.45888 6.32567 -6.32915
Br -8.86293 6.60853 -5.04029
Br -8.07154 5.29445 -7.83674
Br -6.65034 7.98600 -6.87808
H -6.69349 5.74756 -5.84013
C 2.70171 -16.36186 -6.62092
Br 4.09259 -16.66178 -7.91919
Br 1.02102 -17.11535 -7.18875
Br 3.20855 -16.98886 -4.87127
H 2.56156 -15.29604 -6.54690
C 6.20244 3.87261 -4.22776
Br 5.00646 4.03942 -2.72248
Br 5.36934 2.97374 -5.71470
Br 6.93920 5.57650 -4.73932
H 7.02503 3.25427 -3.91055
*
```

Atomic partial charges in e from the Löwdin method, atoms 1 to 99: -0.061 -0.299 -0.128 -0.173 -0.165 0.051 -0.552 -0.019 0.011 0.029 -0.021 -0.026 -0.127 -0.036 -0.303 0.030 -0.079 -0.113 -0.218 -0.153 -0.089 -0.114 -0.958 -0.244 0.817 0.282 0.046 0.071 0.055 0.106 0.109 0.124 0.084 -0.034 0.131 0.143 0.134 0.128 0.113 0.077 0.084 0.053 0.133 0.130 0.085 0.137 0.133 0.102 0.096 0.098 0.054 0.127 0.127 0.143 -1.612 0.552 0.553 0.547 -0.038 -1.638 0.539 0.594 0.529 -0.042 -1.622 0.538 0.564 0.564 -0.032 -1.650 0.564 0.579 0.564 -0.082 -1.598 0.548 0.568 0.613 -0.032 -1.506 0.555 0.868 0.580 -0.030 -1.641 0.573 0.564 0.538 -0.048 -1.567 0.736 0.580 0.627 -0.030 -1.624 0.574 0.519 0.572 -0.032